# 1
{
  "formula": "C6H12N3O",
  "method": "ωB97M-V/def2-TZVPD",
  "symbols": ["C", "C", "C", "C", "C", "C", "N", "N", "N", "O", "H", "H", "H", "H", "H", "H", "H", "H", "H", "H", "H", "H"],
  "coordinates": [[-0.2512, 1.7369, -2.2864], [1.9029, 1.9264, -1.4418], [0.5843, 2.2400, -1.1757], [0.2670, 0.1569, 1.3905], [0.3289, -1.0750, 2.1432], [-0.1815, 2.2638, 0.0990], [1.9980, 1.3314, -2.6663], [-0.0173, 1.0915, 0.7119], [0.2369, -2.3505, -0.3603], [0.7233, 1.2190, -3.2309], [-0.7692, 0.7684, -2.1011], [-0.8167, 2.5159, -2.7690], [2.9374, 2.0956, -0.9903], [0.2186, -1.9302, 1.4066], [-0.4132, -0.7995, 2.9238], [1.2518, -1.3749, 2.5822], [-0.6392, -2.1398, -0.7666], [0.3590, 2.9468, 0.8850], [-1.2104, 2.5997, 0.0556], [2.6267, 1.4378, -3.5028], [0.9820, -1.9971, -0.9649], [0.2940, -3.4185, -0.4346]],
  "mulliken_charge": [-0.35, -0.64, 0.45, 0.62, -0.85, -0.71, -0.09, 0.08, -0.84, -0.33, 0.25, 0.25, 0.39, 0.35, 0.28, 0.36, 0.25, 0.36, 0.38, 0.27, 0.25, 0.27],
  "energy_ha": -474.898783,
  "e_homo_ev": -11.16,
  "multiplicity": 1,
  "homo_lumo_gap_ev": 7.675,
  "charge": 1
}

***

# 2
{
  "formula": "C8H17N4OP",
  "method": "ωB97M-V/def2-TZVPD",
  "symbols": ["C", "C", "C", "C", "C", "C", "C", "C", "N", "N", "N", "N", "O", "P", "H", "H", "H", "H", "H", "H", "H", "H", "H", "H", "H", "H", "H", "H", "H", "H", "H"],
  "coordinates": [[1.7343, 0.8916, -0.0480], [1.6987, 0.2580, -1.4723], [2.4013, -0.0056, 1.0298], [2.1654, -1.2463, -1.2781], [1.4576, -1.1678, 1.2780], [1.3405, -1.9085, -0.1259], [-2.7883, 1.7745, -0.9482], [-2.5130, 1.3576, 1.5569], [0.0715, -0.6666, 1.5529], [-0.5808, -1.0605, 0.5392], [-0.0664, -1.7264, -0.4299], [-2.3113, 0.9134, 0.1763], [-2.0233, -1.1128, -1.5460], [-2.1238, -0.6987, -0.1882], [2.2762, 1.9006, -0.1097], [0.7197, 0.9336, 0.3423], [0.7560, 0.3233, -1.9384], [2.4396, 0.6833, -2.0554], [3.3150, -0.5253, 0.7653], [2.7125, 0.5675, 1.8658], [1.9558, -1.7693, -2.2204], [3.1456, -1.4200, -0.9742], [1.7539, -1.7795, 2.0320], [1.6068, -2.9217, -0.2463], [-3.8307, 1.6352, -1.3012], [-2.4912, 2.7371, -0.6847], [-2.2247, 1.4974, -1.8528], [-1.6998, 0.8660, 2.0503], [-2.5326, 2.3599, 1.7339], [-3.4514, 0.9392, 1.8957], [-2.9132, -1.6293, 0.6015]],
  "mulliken_charge": [-0.28, -0.86, -0.87, -1.08, -0.47, 0.04, -0.98, -0.97, -0.96, 1.34, -0.79, 0.29, -0.54, 0.16, 0.48, 0.00, 0.28, 0.44, 0.34, 0.48, 0.48, 0.43, 0.59, 0.39, 0.29, 0.38, 0.33, 0.31, 0.40, 0.31, 0.06],
  "energy_ha": -950.517752,
  "e_homo_ev": -8.00,
  "multiplicity": 1,
  "homo_lumo_gap_ev": 8.863
}

***

# 3
{
  "formula": "C7H15N2",
  "method": "ωB97M-V/def2-TZVPD",
  "symbols": ["C", "C", "C", "C", "C", "C", "C", "N", "N", "H", "H", "H", "H", "H", "H", "H", "H", "H", "H", "H", "H", "H", "H", "H"],
  "coordinates": [[0.0333, -1.1090, 0.3784], [-0.0091, -2.3886, 0.5178], [-1.3207, 1.1337, 0.7622], [0.8778, 0.0614, 0.0917], [1.7745, 0.4014, 1.2808], [1.6999, -0.1776, -1.1772], [-2.6965, -0.3257, -0.5793], [-1.9247, -0.0945, 0.6135], [-0.0455, 1.2337, -0.1625], [-0.9184, -2.9055, 0.7746], [0.8636, -3.0179, 0.3847], [-1.9567, 1.9855, 0.4835], [-0.9452, 1.2607, 1.7794], [1.1982, 0.5243, 2.1943], [2.3433, 1.3087, 1.0865], [2.4814, -0.4079, 1.4439], [1.0641, -0.4487, -2.0183], [2.3966, -0.9941, -1.0107], [2.2778, 0.7085, -1.4334], [-3.6287, -0.8044, -0.2768], [-2.9345, 0.6053, -1.1065], [-2.2016, -1.0020, -1.2788], [-0.3759, 1.1852, -1.1323], [0.4477, 2.1222, -0.0294]],
  "mulliken_charge": [-0.18, -0.89, -0.58, 1.33, -1.50, -1.70, -0.85, -0.32, -0.10, 0.31, 0.30, 0.47, 0.33, 0.40, 0.44, 0.40, 0.45, 0.43, 0.42, 0.30, 0.37, 0.30, 0.45, 0.42],
  "energy_ha": -384.863246,
  "e_homo_ev": -13.05,
  "multiplicity": 1,
  "homo_lumo_gap_ev": 9.056,
  "charge": 1
}

***

# 4
{
  "formula": "C39H36BN4O6PS2Ti",
  "method": "ωB97M-V/def2-TZVPD",
  "symbols": ["Ti", "C", "C", "N", "C", "C", "C", "S", "N", "C", "O", "C", "C", "C", "C", "C", "C", "H", "H", "H", "H", "H", "H", "H", "H", "H", "H", "H", "H", "H", "H", "H", "O", "S", "O", "O", "C", "C", "C", "C", "C", "C", "P", "C", "C", "C", "C", "C", "C", "C", "C", "C", "C", "C", "C", "H", "H", "H", "H", "H", "H", "H", "H", "H", "H", "H", "H", "H", "H", "B", "C", "N", "H", "H", "H", "O", "C", "N", "C", "O", "C", "C", "C", "C", "C", "C", "H", "H", "H", "H"],
  "coordinates": [[0.6940, 0.9758, -0.2924], [-2.7674, 5.4290, -2.4765], [-2.3523, 4.7345, -1.1849], [-2.8836, 3.3786, -1.0882], [-4.2502, 3.2271, -0.5851], [-4.3275, 2.9353, 0.9087], [-2.1691, 2.3247, -1.4704], [-0.7151, 2.4673, -2.3293], [-2.7378, 1.1049, -1.2367], [-2.0619, 0.0455, -0.9985], [-0.7617, 0.0232, -0.7493], [-2.8021, -1.2402, -0.9843], [-4.1584, -1.2515, -0.6659], [-4.8623, -2.4429, -0.6682], [-4.2242, -3.6323, -0.9987], [-2.8776, -3.6236, -1.3289], [-2.1687, -2.4339, -1.3182], [-2.3874, 6.4504, -2.4865], [-3.8540, 5.4682, -2.5717], [-2.3574, 4.8951, -3.3331], [-2.7141, 5.2872, -0.3159], [-1.2675, 4.6806, -1.1260], [-4.7224, 2.4209, -1.1436], [-4.7695, 4.1578, -0.8163], [-3.6852, 2.0945, 1.1600], [-5.3565, 2.6963, 1.1813], [-4.0051, 3.7945, 1.4985], [-4.6455, -0.3216, -0.4052], [-5.9141, -2.4502, -0.4133], [-4.7801, -4.5610, -0.9998], [-2.3728, -4.5449, -1.5906], [-1.1257, -2.4222, -1.5925], [2.6782, 1.2698, 0.5037], [3.2525, 1.1926, -0.8464], [4.1131, 2.2393, -1.2663], [2.0247, 1.0073, -1.7151], [4.1514, -0.3309, -0.9138], [5.4984, -0.2477, -1.2278], [6.2573, -1.4037, -1.2817], [5.6479, -2.6244, -1.0395], [4.2968, -2.6957, -0.7355], [3.5177, -1.5469, -0.6419], [1.6895, -1.5025, -0.4092], [1.1477, -2.7861, 0.7837], [-0.1738, -2.6380, 1.2107], [-0.7304, -3.5095, 2.1316], [0.0344, -4.5380, 2.6613], [1.3549, -4.6778, 2.2649], [1.9107, -3.8089, 1.3372], [1.2580, -2.2883, -2.0294], [1.3413, -3.6702, -2.1922], [1.0132, -4.2608, -3.4020], [0.5835, -3.4769, -4.4636], [0.4906, -2.1024, -4.3115], [0.8257, -1.5084, -3.1029], [5.9252, 0.7258, -1.4260], [7.3087, -1.3545, -1.5287], [6.2240, -3.5387, -1.1000], [3.8528, -3.6691, -0.6021], [-0.7645, -1.8204, 0.8284], [-1.7581, -3.3738, 2.4444], [-0.3890, -5.2181, 3.3890], [1.9691, -5.4629, 2.6874], [2.9530, -3.9259, 1.0863], [1.6328, -4.2980, -1.3593], [1.0900, -5.3348, -3.5138], [0.3079, -3.9397, -5.4025], [0.1516, -1.4875, -5.1350], [0.7383, -0.4367, -3.0030], [1.9766, 5.1376, -0.3330], [1.2173, 3.8442, -0.0169], [0.6591, 2.8403, 0.1889], [1.6879, 5.4176, -1.4736], [1.6660, 6.0001, 0.4502], [3.1369, 4.8173, -0.2216], [-1.5186, 1.7562, 1.6983], [-0.5427, 1.2956, 2.2546], [0.3786, 0.4722, 1.6242], [1.3642, 0.0893, 2.5413], [2.2797, -0.6677, 2.3176], [1.0518, 0.7515, 3.8443], [1.7289, 0.7521, 5.0445], [1.1960, 1.5178, 6.0784], [0.0242, 2.2455, 5.9055], [-0.6531, 2.2395, 4.6887], [-0.1139, 1.4851, 3.6695], [2.6443, 0.1896, 5.1710], [1.7024, 1.5538, 7.0343], [-0.3638, 2.8314, 6.7285], [-1.5636, 2.8065, 4.5474]],
  "mulliken_charge": [-0.17, -1.18, -0.37, 0.44, -0.83, -0.88, 0.47, -0.46, -0.35, -0.32, 1.06, 0.00, -0.75, -0.68, -0.60, -0.96, 0.49, 0.43, 0.34, 0.27, 0.42, -0.02, 0.48, 0.43, 0.06, 0.39, 0.40, 0.40, 0.43, 0.41, 0.49, 0.82, -0.52, 1.39, -0.68, -0.54, -0.03, -0.61, -0.75, -0.90, -0.60, 0.03, 2.29, 0.43, -0.21, -1.27, -0.81, -0.77, -0.57, 0.15, 0.09, -0.92, -0.56, -1.06, 0.09, 0.65, 0.41, 0.44, 0.24, 0.56, 0.56, 0.41, 0.45, 0.30, 0.28, 0.43, 0.40, 0.49, 0.41, 0.74, -0.24, -0.43, -0.12, -0.16, -0.14, -0.49, -0.17, 1.65, -0.07, -0.57, 0.07, -0.36, -0.58, -0.61, -0.42, -0.34, 0.53, 0.42, 0.41, 0.55],
  "energy_ha": -4190.444018,
  "e_homo_ev": -8.42,
  "multiplicity": 1,
  "homo_lumo_gap_ev": 7.551
}

***

One value per record, in order, for energy relative to the best compared isomer or geometry (same formula, charge and spin): 158.3, 59.0, 83.8, 0.0 kcal/mol.
One value per record, in order, for largest force on an atom: 0.195, 0.080, 0.080, 0.039 hartree/bohr.
One value per record, in order, for LUMO energy: -3.49, 0.86, -4.00, -0.87 eV.